The following is a quantum chemistry calculation of a structure of composition C20H33AlF3NO7PY in a non-equilibrium geometry, from the Open Molecules 2025 dataset.

Results
* LUMO: -10.8932 eV

```
! wB97M-V def2-TZVPD RIJCOSX def2/J DEFGRID3
* xyz 2 1
H 2.283 3.941 0.257
H -1.083 1.940 -0.535
F -1.190 1.144 5.037
O 0.242 2.326 1.176
H 2.855 -0.104 2.876
Al 2.497 -0.674 1.416
O 5.711 -1.450 1.018
O 1.444 0.462 0.283
H -5.783 0.127 -0.337
O -1.867 -0.508 3.298
H -1.519 -3.036 1.933
O 4.151 -1.726 -1.312
H 0.767 5.850 1.668
P 4.158 -1.977 0.412
H 2.804 3.402 2.061
C -2.592 -2.135 0.126
N 3.937 -3.588 0.665
H 1.490 -2.563 -3.794
H -0.383 -0.085 -4.134
H 0.363 0.626 -1.917
H -1.249 3.793 1.739
H 2.489 -1.073 -3.216
Y 0.580 3.240 3.831
O 1.054 -1.887 1.516
C -0.206 3.727 1.183
H 3.771 -0.801 -1.473
C -0.760 1.449 0.485
H -4.586 -3.905 -2.814
H 0.866 4.631 3.114
C 0.652 -0.530 -4.453
C -4.378 -3.071 -2.001
H -0.251 4.120 0.067
C -1.218 -2.483 0.935
H -0.276 -2.455 -2.100
H -1.302 -0.234 -1.674
H -3.385 -0.099 1.219
H 0.404 1.913 -3.758
H 3.074 -3.730 1.262
C -0.273 -1.208 1.329
H 2.341 2.173 -3.852
H -0.594 -3.257 0.305
H 0.135 0.432 2.966
C -3.018 -3.199 -1.093
C -5.006 -0.756 -0.536
C -0.165 -0.290 -1.363
C 1.388 -1.468 -3.329
H 0.069 -1.358 3.580
C 0.567 -1.646 -1.921
H -2.298 -4.109 -1.323
H 5.521 -1.056 1.940
C 2.441 4.298 1.383
H 1.234 2.546 -5.332
H 3.197 5.195 1.397
F -1.766 -1.222 5.565
C 0.020 -0.012 0.245
H -6.420 -1.771 -2.356
C 0.921 4.713 1.930
F -3.447 0.404 4.831
H 1.357 -2.050 -1.124
C -0.465 -0.567 2.863
C -5.422 -1.838 -1.716
H 0.423 -1.235 -5.390
H -1.676 1.365 1.209
C -3.620 -0.889 0.389
C -2.010 -0.038 4.685
O 1.640 0.455 -4.920
C 1.363 1.810 -4.420
*
```